The following is a DFT calculation (wB97M-V/def2-TZVPD) of 10 unconnected molecules or ions with the total composition C35H70N10O5 at a distorted geometry.

The geometry in XYZ format:
```
120
Properties=species:S:1:pos:R:3:mulliken_charge:R:1
C -3.872 -4.103 20.155 0.14
H -0.809 -13.209 20.191 0.49
C -4.965 -10.364 26.820 -0.56
H -3.038 -14.387 17.410 0.53
C -0.300 -11.097 14.424 0.05
H -1.657 -6.265 24.322 0.25
C -2.521 -14.902 19.277 0.03
H -2.714 -10.164 14.883 0.22
C -4.068 -5.590 15.172 -0.77
C -5.149 -10.846 16.931 -0.25
H -4.777 -2.889 22.833 0.40
C -3.880 -7.387 21.749 0.29
H -2.195 -12.181 20.147 0.27
H -3.876 -4.707 15.781 0.29
N -4.409 -10.768 23.164 -0.52
H -2.118 -8.533 15.282 0.19
H -4.597 -4.555 23.218 0.34
H -3.204 -6.887 22.443 -0.40
H -6.519 -5.389 21.378 0.30
H 1.490 -9.964 15.839 0.35
H -6.427 -11.100 25.449 0.39
C -1.290 -12.433 19.594 -1.05
H -2.023 -12.033 17.547 -0.53
H -4.645 -9.419 15.478 -0.24
H -6.978 -6.591 16.648 0.32
C -1.826 -4.193 26.521 0.14
H -5.238 -10.250 17.840 -0.41
H -4.975 -8.303 27.496 0.35
O -2.849 -8.759 18.520 -0.73
C -6.687 -11.955 14.567 0.04
H -0.693 -6.145 27.868 0.32
H -6.143 -9.305 25.397 0.30
H -3.784 -13.424 18.639 -0.10
H 0.504 -8.460 15.889 0.29
H -3.257 -6.285 15.389 0.19
H -4.346 -7.527 19.301 0.18
H -0.717 -11.508 19.536 0.08
C -0.698 -6.328 26.793 -0.91
C -1.971 -9.600 15.447 -0.61
H -6.826 -12.520 20.923 0.44
H 0.363 -6.507 26.616 0.35
C -7.386 -9.585 21.411 -1.05
H -2.420 -9.677 21.842 0.17
C 0.232 -5.940 21.435 0.18
H -6.791 -12.134 19.228 -0.02
H -1.512 -9.452 20.411 -0.15
H -1.325 -4.586 23.978 0.16
H -6.331 -9.461 15.753 0.59
H 1.900 -7.628 19.178 0.43
H -4.451 -8.177 22.236 0.08
C -4.226 -9.042 27.213 -1.04
N -5.464 -6.088 15.263 0.11
H 1.694 -9.253 19.549 0.42
H -5.525 -6.974 13.378 0.37
C -7.249 -11.849 20.175 -0.21
C -1.682 -12.847 18.187 0.63
N -7.643 -12.597 14.673 -0.49
C -5.937 -6.271 16.689 -0.96
H -6.850 -9.972 19.300 0.23
H -2.057 -3.450 25.743 0.33
C -4.306 -3.807 22.481 -0.93
N -2.295 -15.776 19.988 -0.49
H -5.792 -11.687 17.190 0.48
C 1.338 -8.270 19.857 -0.88
H -2.852 -3.844 20.479 0.41
C -8.729 -11.954 19.977 0.07
H 2.643 -8.402 21.618 0.39
H -2.182 -9.715 16.510 0.10
H -5.886 -5.360 17.284 0.48
H -0.856 -13.357 17.692 0.34
C -6.070 -6.835 14.324 0.05
C -1.990 -8.894 21.217 -0.26
C 1.652 -8.024 21.369 -0.53
N -0.590 -10.121 15.295 0.36
C -4.991 -10.541 24.189 0.28
O -7.121 -7.468 14.451 -0.59
H -4.531 -6.653 21.273 -0.31
H 0.255 -8.157 19.803 0.04
H 2.300 -5.951 21.135 0.39
C -5.471 -10.116 15.611 -0.07
H -3.607 -8.577 26.445 0.15
H 0.250 -9.785 17.045 0.27
C -5.693 -10.294 25.481 -0.41
H -3.573 -9.181 28.074 0.38
H -4.186 -11.348 16.845 -0.11
N -3.066 -8.066 20.709 1.01
H -6.421 -4.464 19.944 0.22
N -9.865 -11.994 19.850 -0.44
C -6.697 -10.407 20.287 0.35
C 0.500 -9.543 16.012 -0.91
H -3.234 -3.744 22.669 0.14
H -1.202 -8.411 21.793 -0.18
H 0.778 -11.233 14.248 0.29
H -6.761 -3.600 21.427 0.37
H 0.027 -5.661 24.198 0.04
C -2.824 -13.834 18.325 -0.13
N -1.069 -5.176 25.964 0.13
O -4.238 -4.213 18.974 -0.60
C -5.549 -11.073 14.395 -0.34
C -0.980 -5.443 24.555 -0.53
H -3.845 -5.296 14.146 0.42
H 1.797 -6.395 22.771 0.34
C -6.182 -4.421 21.006 -0.92
H 0.936 -8.561 21.991 0.24
C 1.595 -6.552 21.711 -0.51
H -7.117 -9.937 22.407 0.10
H -7.056 -8.549 21.330 0.10
C -3.424 -8.121 19.405 0.18
H -4.639 -11.662 14.278 0.25
H -5.638 -10.405 20.546 -0.03
H -5.710 -10.500 27.603 0.29
O -2.208 -4.161 27.704 -0.61
N -0.857 -5.494 21.232 -0.37
H -4.279 -11.205 26.919 0.40
O -1.125 -11.793 13.831 -0.60
H -8.461 -9.565 21.236 0.52
H -5.808 -10.509 13.499 0.36
N -4.780 -4.088 21.166 0.19
H -1.222 -7.203 26.409 0.25
H -5.294 -7.044 17.112 0.11
```

Summary:
SMILES: CN(C)C=O.CN(C)C=O.CN(C)C=O.CN(C)C=O.CN(C)C=O.CCCC#N.CCCC#N.CCCC#N.CCCC#N.CCCC#N
HOMO level: -9.31 eV
orbital gap: 9.18 eV

***

The following is a DFT calculation (wB97M-V/def2-TZVPD) of 3 unconnected molecules or ions with the total composition C35H71Cl2NO6S at a distorted geometry.

The geometry in XYZ format:
```
116
Properties=species:S:1:pos:R:3:mulliken_charge:R:1
H 3.642 5.147 0.292 0.32
C -3.568 -1.244 -2.346 -0.91
C -5.282 -2.840 -1.338 -2.56
C 6.675 8.747 -4.946 -1.18
H 6.405 7.155 -6.373 0.24
H 1.471 -3.351 -3.038 0.44
H 4.648 -0.782 -0.122 0.48
C 4.827 6.986 -4.902 -0.90
C -3.800 -0.074 -1.731 0.35
H -6.776 -1.871 3.891 0.34
H -2.218 -2.859 7.938 0.32
H -1.898 -0.952 2.934 0.56
H 4.179 7.665 -4.339 0.40
H 1.287 -1.060 -3.484 0.32
H 7.317 9.335 -5.602 0.38
C 5.505 6.035 -3.914 -0.31
C -5.691 -3.095 0.109 1.63
Cl -3.502 1.426 -2.537 -0.21
H 3.787 2.815 -0.866 0.21
C 4.779 3.198 -0.610 0.00
H -3.573 -3.846 1.055 0.57
C -1.757 -1.234 1.891 -1.45
H 6.459 2.062 0.008 0.36
C -2.756 -3.198 0.743 -3.16
H 6.050 6.618 -3.166 0.39
C -1.257 -2.755 7.428 -0.82
H 2.719 1.076 -1.561 0.25
C 0.973 -2.765 -2.265 -1.43
H -5.418 -4.112 0.394 0.68
C -0.540 -3.051 -2.395 -0.19
C 5.772 4.059 -5.508 -1.23
H 4.162 6.418 -5.559 0.35
H 1.328 -3.144 -1.304 0.49
O -7.858 -3.116 2.606 -0.44
C -2.641 -3.211 -0.794 2.58
H -0.574 -2.831 -0.299 1.01
C 5.391 0.812 -1.342 -0.62
H -1.860 -3.667 1.153 0.72
H 4.977 3.505 -5.005 0.27
C -0.698 -1.359 7.703 -0.35
H 4.310 0.798 0.533 0.48
H -5.012 -0.693 -0.048 0.01
H 4.291 5.075 1.953 0.25
C -2.314 -2.144 5.161 0.63
Cl -3.045 -1.200 -4.000 -0.15
C 1.330 -1.290 -2.419 -0.39
H -1.893 -1.135 5.176 0.39
H 1.072 -0.148 7.392 0.37
O -2.595 -4.632 -1.071 -0.46
H 6.073 9.441 -4.356 0.29
H -3.677 -1.927 2.037 0.00
H 6.532 2.590 -1.698 0.24
H -7.659 -3.981 0.365 0.44
H 7.323 8.195 -4.264 0.28
C -6.955 -2.925 3.662 -0.71
C 4.321 0.222 -0.393 -1.10
H -0.635 -4.113 -2.586 0.35
H -1.571 -0.296 1.358 0.36
H -3.538 0.226 0.372 0.04
O 4.797 3.490 0.778 -0.42
H -4.906 1.029 -0.331 0.59
C -3.756 -2.105 5.660 -1.40
H -1.337 -1.515 -1.131 0.11
H 6.486 3.335 -5.903 0.38
H 4.727 5.496 -3.365 0.18
C -3.779 -2.637 -1.694 2.06
H 4.971 0.865 -2.350 0.28
H 2.924 4.061 1.471 0.25
H 6.919 4.439 -3.737 0.27
H 3.444 -0.904 -2.847 0.34
H 1.405 -1.872 7.564 0.30
C -7.218 -2.991 0.275 -1.23
H -0.595 -3.497 7.885 0.41
H -8.600 -1.723 1.344 0.33
H 3.158 -1.903 -1.456 0.31
H -0.857 -1.834 1.784 0.34
C -1.422 -3.102 5.948 -1.06
H 5.192 8.410 -6.458 0.37
O -4.472 -5.771 -2.173 -0.67
H -4.209 -3.097 5.612 0.30
C -7.647 -2.223 1.518 -0.63
C 2.925 0.157 -1.013 -0.14
C -4.338 0.098 -0.350 -0.69
H -0.439 -3.143 5.470 0.35
H -5.829 -1.969 -1.694 0.52
S -3.290 -5.022 -2.438 1.47
H -5.658 -3.669 -1.928 0.59
H 6.241 0.135 -1.414 0.34
H -5.988 -3.384 3.426 0.19
C 5.783 7.812 -5.760 -0.43
C 0.706 -1.146 7.145 -1.17
C 6.459 5.020 -4.541 -0.38
H 5.335 4.585 -6.358 0.32
H -1.372 -0.596 7.303 0.23
H 7.277 5.534 -5.053 0.31
H -2.314 -2.460 4.112 -0.36
H -0.674 -1.205 8.785 0.40
H 0.648 -0.641 -1.874 0.34
C -1.252 -2.602 -1.117 -1.75
H -1.833 -4.113 5.873 0.41
H -6.915 -1.462 1.795 0.35
C 2.790 -1.019 -1.983 -0.79
H 0.728 -1.242 6.058 0.26
C 3.871 4.495 1.136 -0.73
O -3.604 -3.544 -2.870 -0.46
H -7.686 -2.541 -0.601 0.50
H -5.185 -2.449 0.824 -1.07
H -3.820 -1.750 6.689 0.37
H 4.923 4.107 -1.203 0.26
H -4.355 -1.432 5.042 0.35
N -2.945 -1.890 1.348 0.41
H -0.866 -2.513 -3.278 0.19
H 2.214 -0.004 -0.200 0.19
C 5.891 2.198 -0.910 -0.80
O -2.376 -5.604 -3.356 -0.65
H -7.326 -3.392 4.570 0.40
```

Summary:
SMILES: CNC[C@@]1(CCCCCCCCCCOC)OS(=O)(=O)O[C@]1(CCCCOC)/C(Cl)=C(\C)Cl.CCCCCC.CCCCCC
HOMO level: -9.35 eV
orbital gap: 9.70 eV

***

- What is the formula in the second record?
  C35H71Cl2NO6S